Entry from the OMol25 dataset: 5 unconnected molecules or ions with the total composition C45H82F3IN2O14S in a non-equilibrium geometry (wB97M-V/def2-TZVPD).

The geometry in XYZ format:
```
148
Properties=species:S:1:pos:R:3:forces:R:3
C -5.829 2.735 -10.243 0.0044 -0.6221 0.3430
C -6.030 2.031 -8.873 -0.1082 1.3481 -1.0635
O -5.054 1.019 -8.750 -0.2028 0.3393 0.7549
C -4.805 0.670 -7.379 -0.2018 -0.5680 -0.2273
C -3.358 0.980 -6.979 0.1479 0.4083 -0.1672
C -3.066 0.784 -5.473 0.1967 0.4729 0.2784
C -3.169 2.140 -4.674 -1.3545 -1.2269 -0.3895
C -3.842 1.833 -3.297 0.8352 0.2919 0.1793
C -3.490 2.846 -2.202 -0.1216 -0.4969 0.0258
N -2.838 2.378 -1.161 -0.4198 0.9957 -0.2825
C -2.575 3.313 -0.193 0.1954 -0.4625 0.1224
C -1.902 2.890 0.998 0.3143 -0.6888 0.7522
C -1.477 1.429 1.201 0.2361 0.2941 0.1829
C -1.973 0.846 2.549 -0.7114 0.5163 -0.2682
O -2.830 1.303 3.233 0.6059 -0.2500 -0.4398
I -1.008 -0.991 3.202 0.1610 0.1661 -0.2857
C -1.618 3.760 2.019 -0.3694 1.0228 -0.4175
C -2.024 5.128 1.876 -0.0804 -0.3300 0.1556
C -1.774 6.133 2.999 0.2989 -0.8293 -0.5273
F -2.346 5.765 4.162 0.0299 0.1504 -0.3220
F -2.224 7.356 2.677 0.3044 -0.2191 0.3481
F -0.438 6.195 3.236 -0.3812 0.3525 0.0386
C -2.653 5.543 0.738 -0.2976 0.4313 -0.1857
C -2.959 4.656 -0.343 0.5551 1.0279 1.4830
N -3.624 5.181 -1.419 0.5950 -2.1524 -0.0444
C -3.868 4.248 -2.308 -0.9826 0.2161 -1.3275
C -4.657 4.673 -3.570 -0.2737 0.5974 0.7040
S -5.912 5.902 -2.979 0.1366 0.2729 0.1248
C -6.636 6.737 -4.458 0.5816 -0.9011 -0.3653
C -5.860 6.367 -5.746 -0.8815 0.4061 0.0852
H -4.751 2.923 -10.378 -0.4694 0.0552 -0.0100
H -6.394 3.680 -10.300 0.2141 -0.3911 0.0573
H -6.174 2.061 -11.042 0.1900 0.3206 0.1352
H -5.922 2.822 -8.102 0.1150 -0.5142 -0.0268
H -7.073 1.664 -8.824 0.4296 -0.1999 0.1928
H -5.531 1.202 -6.735 0.3436 -0.1665 -0.0549
H -5.032 -0.413 -7.305 0.2480 0.4054 0.2503
H -3.178 2.048 -7.217 -0.0211 -0.4613 -0.0142
H -2.664 0.419 -7.627 -0.3125 0.0479 0.3122
H -2.056 0.374 -5.308 -0.6736 0.1307 -0.2933
H -3.781 0.081 -5.006 0.2053 0.1274 -0.3840
H -3.871 2.753 -5.268 0.6255 0.1630 0.3070
H -2.187 2.624 -4.586 -0.3452 -0.0576 0.0145
H -3.469 0.847 -2.972 -0.0796 0.4959 0.1889
H -4.938 1.714 -3.389 0.4305 0.2370 -0.1336
H -1.834 0.807 0.366 0.1497 0.0079 0.4051
H -0.373 1.382 1.237 -0.4439 -0.1785 -0.1535
H -1.101 3.438 2.927 -0.2335 0.0701 -0.3328
H -2.963 6.588 0.650 0.0706 -0.4503 -0.1157
H -5.222 3.842 -4.002 0.5412 0.1422 0.0029
H -3.953 5.132 -4.283 -0.3839 -0.2978 0.1355
H -7.678 6.386 -4.538 0.3815 0.3569 -0.0023
H -6.593 7.819 -4.260 -0.1080 -0.4606 -0.0914
H -6.404 6.820 -6.595 0.4765 -0.1104 0.2262
H -4.827 6.742 -5.709 -0.3522 -0.1990 -0.1270
H -5.885 5.277 -5.904 0.1943 0.3794 0.0555
C 4.171 -0.206 -6.602 -0.0187 0.0945 0.1306
O 3.289 0.554 -5.805 -0.1628 -0.2032 -0.0891
C 2.602 1.546 -6.553 0.1851 -0.0175 0.3965
C 1.292 1.908 -5.882 -0.0961 0.1036 -0.1695
O 0.253 0.961 -6.109 0.0801 -0.0086 0.1010
C 0.362 -0.281 -5.423 -0.1194 -0.0388 -0.1141
C 0.072 -0.181 -3.940 0.4476 -0.1424 0.1238
O 1.193 0.345 -3.244 -0.0913 0.2774 -0.0370
C 0.818 0.990 -2.047 0.1676 -0.0617 -0.0576
H 4.951 0.431 -7.034 0.0199 -0.0631 -0.1031
H 4.639 -0.956 -5.967 -0.0121 0.0671 0.0491
H 3.625 -0.719 -7.402 0.0649 0.0408 -0.0847
H 2.402 1.191 -7.570 -0.0302 0.0224 -0.0086
H 3.244 2.435 -6.601 -0.1044 0.0908 -0.1753
H 0.933 2.837 -6.332 -0.0262 -0.0575 -0.0698
H 1.425 2.100 -4.816 0.1754 -0.1445 0.0144
H 1.326 -0.756 -5.614 0.0733 0.0701 0.1881
H -0.403 -0.922 -5.870 -0.0136 0.0473 -0.0075
H -0.133 -1.181 -3.537 -0.2212 -0.0212 -0.0724
H -0.807 0.456 -3.786 0.0544 -0.0058 0.0741
H 0.143 1.828 -2.253 -0.1336 -0.0575 0.0950
H 1.720 1.386 -1.580 0.0120 -0.0609 -0.0463
H 0.346 0.282 -1.355 -0.1151 0.0881 0.0523
C 4.177 -0.532 -1.845 0.1479 -0.1242 0.0439
O 4.824 -0.934 -0.654 -0.2435 -0.0856 -0.0281
C 4.445 -0.098 0.424 0.4861 -0.0828 -0.0268
C 4.571 -0.810 1.755 -0.1870 0.0857 0.0219
O 3.488 -1.699 1.998 0.0749 -0.0786 0.0449
C 3.474 -2.910 1.250 -0.1709 -0.0380 0.1414
C 4.514 -3.915 1.703 0.1593 0.0416 -0.3865
O 5.795 -3.571 1.195 0.0320 0.1776 0.2104
C 6.838 -4.068 2.004 0.0415 0.0565 -0.1830
H 4.469 0.487 -2.120 -0.1187 0.0346 -0.0815
H 4.469 -1.211 -2.644 0.0711 0.0056 0.0501
H 3.092 -0.590 -1.722 -0.0143 0.0912 -0.1165
H 3.405 0.228 0.298 -0.0062 0.0359 0.0739
H 5.104 0.781 0.412 -0.1446 0.1474 0.1235
H 4.510 -0.052 2.540 -0.1173 -0.0247 -0.0042
H 5.533 -1.311 1.871 0.0225 -0.0347 -0.2646
H 3.542 -2.714 0.179 0.2311 -0.0402 0.0015
H 2.489 -3.346 1.432 0.0182 0.0303 0.0935
H 4.257 -4.910 1.318 -0.1584 -0.0444 0.1463
H 4.532 -3.947 2.798 -0.0325 -0.0008 0.0142
H 6.775 -3.659 3.019 -0.0092 -0.1515 0.0762
H 7.785 -3.747 1.569 -0.0691 -0.0144 -0.0690
H 6.822 -5.162 2.037 0.0241 -0.0180 0.1407
C 6.369 -2.362 5.764 0.1186 -0.1083 -0.0563
O 7.685 -2.867 5.829 -0.0550 0.0983 0.2163
C 8.648 -1.924 5.382 -0.0346 -0.4245 -0.0508
C 10.002 -2.207 6.001 0.0911 0.1950 -0.0059
O 10.122 -1.752 7.343 -0.0708 -0.1063 -0.0336
C 9.420 -2.493 8.335 0.1213 0.1310 0.1180
C 10.044 -3.839 8.643 -0.3660 -0.1642 -0.1405
O 9.707 -4.788 7.643 0.2245 0.0847 -0.1428
C 10.664 -5.819 7.539 -0.2225 -0.0005 -0.0640
H 6.097 -2.126 4.728 -0.1174 0.1230 0.0311
H 5.692 -3.125 6.143 0.0673 -0.0487 -0.0407
H 6.267 -1.467 6.388 -0.0494 0.0717 -0.0931
H 8.337 -0.906 5.641 0.0325 0.0168 -0.0025
H 8.720 -2.012 4.290 0.0863 0.2046 -0.0366
H 10.749 -1.640 5.440 -0.0343 0.0654 0.0500
H 10.272 -3.261 5.916 -0.2221 -0.0654 -0.0038
H 8.363 -2.587 8.083 0.0305 -0.2117 -0.0804
H 9.479 -1.883 9.240 0.0857 0.0096 -0.0299
H 9.659 -4.211 9.602 0.1222 0.1253 0.1277
H 11.132 -3.725 8.713 0.0080 0.0351 0.0163
H 11.647 -5.412 7.277 0.0631 -0.0406 0.1160
H 10.348 -6.489 6.740 -0.0571 0.0334 0.0471
H 10.728 -6.390 8.471 0.1353 -0.0125 0.0095
C -4.789 -0.794 4.163 -0.2476 -0.0509 0.0887
O -5.819 -1.654 4.609 0.2198 -0.1797 -0.0070
C -6.446 -2.342 3.540 -0.1383 0.2006 0.3925
C -7.066 -3.636 4.027 0.0006 -0.1070 -0.2002
O -6.123 -4.688 4.203 -0.0150 0.0857 0.0897
C -5.252 -4.584 5.323 0.0456 -0.1850 -0.0729
C -5.933 -4.854 6.650 0.1030 0.4009 0.0920
O -6.673 -3.719 7.074 -0.2194 -0.1045 -0.1404
C -7.741 -4.064 7.927 0.1132 0.2051 -0.0238
H -5.192 -0.016 3.507 0.1032 0.0310 -0.0542
H -4.338 -0.323 5.034 -0.0711 0.0000 0.0041
H -4.014 -1.363 3.639 -0.0422 0.0754 -0.0809
H -5.721 -2.563 2.747 -0.0198 -0.0325 -0.0218
H -7.233 -1.689 3.137 -0.0191 -0.1053 -0.2054
H -7.747 -3.992 3.250 0.0785 -0.0322 -0.0338
H -7.661 -3.484 4.928 0.1299 0.1809 0.0650
H -4.726 -3.628 5.327 -0.1479 0.0892 0.1526
H -4.499 -5.362 5.172 -0.0748 -0.0488 -0.0232
H -5.174 -5.064 7.416 0.0429 -0.2043 -0.0598
H -6.591 -5.724 6.548 0.0164 -0.0266 -0.0239
H -8.445 -4.734 7.419 0.0177 -0.1075 0.0859
H -8.271 -3.148 8.187 0.0810 0.0032 -0.0082
H -7.373 -4.531 8.847 -0.0910 -0.1023 0.0125
```
Positions in Å, forces in eV/Å.

The calculation puts the gap between HOMO and LUMO at 7.966 eV. As for the total energy: -106721.548 eV. The calculation puts the highest occupied orbital energy at -8.62 eV. The SMILES is CCOCCCCCc1nc2c(CC(=O)I)cc(C(F)(F)F)cc2nc1CSCC.COCCOCCOC.COCCOCCOC.COCCOCCOC.COCCOCCOC. Its multiplicity is 1.

Atom charges from the Mulliken analysis, given in e for atoms 1 to 5: -1.24 0.22 -0.37 -0.67 -0.62

***

Entry from the OMol25 dataset: C23H28FN3OS in the gas phase (wB97M-V/def2-TZVPD).

The geometry in XYZ format:
```
57
Properties=species:S:1:pos:R:3:forces:R:3
C -0.966 5.531 -0.198 -0.0674 -0.0293 0.0423
H -1.238 4.933 0.678 -0.0241 0.0092 -0.0056
O 0.254 5.115 -0.765 0.0579 -0.0470 -0.2152
C 1.373 5.272 0.080 0.2162 -0.1853 0.1604
C 1.450 4.193 1.161 -0.1052 0.4320 -0.0574
N 1.356 2.902 0.523 -0.1743 -0.0808 -0.4553
C 1.199 1.763 1.230 0.1935 -0.0208 0.1004
N 1.011 0.605 0.559 0.0373 0.1171 -0.1206
C 0.669 0.577 -0.848 -0.1801 0.2687 -0.3189
H 0.757 -0.460 -1.174 0.0735 0.1581 -0.0656
H 1.393 1.166 -1.423 0.0196 -0.1054 -0.0171
C -0.768 1.063 -1.129 0.0937 -0.2209 0.2063
C -1.749 0.233 -0.371 -0.1434 0.3194 0.1032
C -2.387 0.555 0.799 0.0857 0.1061 -0.3025
N -3.127 -0.523 1.220 -0.1148 0.1926 0.3779
C -2.973 -1.558 0.343 0.2767 -0.2991 -0.4974
C -3.495 -2.844 0.359 0.0325 0.0804 0.0274
C -3.139 -3.695 -0.665 0.0797 -0.0755 -0.1237
C -2.285 -3.250 -1.674 0.0485 0.1025 -0.0585
C -1.757 -1.982 -1.719 -0.1500 -0.2289 -0.0020
C -2.104 -1.113 -0.685 -0.3583 -0.2014 0.3916
H -1.101 -1.690 -2.523 0.1078 -0.0122 -0.1246
F -1.960 -4.127 -2.657 -0.0180 0.0236 0.0527
H -3.509 -4.707 -0.702 -0.0332 -0.1063 -0.0213
H -4.154 -3.170 1.150 -0.0751 -0.0698 0.0696
H -3.685 -0.542 2.057 0.0601 0.0155 -0.0821
C -2.343 1.803 1.604 0.1050 -0.0805 0.0501
H -2.252 2.671 0.955 -0.0065 0.0791 -0.0083
H -3.247 1.907 2.201 -0.0873 0.0836 0.0210
H -1.486 1.793 2.281 0.0224 0.0569 0.0448
H -0.951 0.972 -2.202 0.0020 0.1105 -0.0588
H -0.879 2.112 -0.853 0.0148 0.0744 -0.0878
C 0.888 -0.637 1.308 0.0295 -0.2738 0.3712
C 1.486 -1.805 0.579 -0.0155 -0.0725 -0.0360
C 2.798 -1.758 0.123 -0.0933 -0.0073 0.0682
C 3.343 -2.827 -0.564 -0.0017 0.0048 -0.0007
C 2.594 -3.971 -0.810 -0.0771 0.0003 -0.0068
C 1.287 -4.020 -0.340 0.1311 -0.0310 -0.0266
C 0.739 -2.952 0.345 0.0750 0.1153 0.0870
H -0.280 -3.007 0.698 -0.1543 0.0289 0.0100
H 0.689 -4.901 -0.521 -0.0839 -0.1116 -0.0393
C 3.177 -5.137 -1.548 -0.0031 -0.0384 0.0514
H 2.466 -5.521 -2.278 0.0096 -0.0647 -0.0779
H 3.408 -5.943 -0.852 0.0525 -0.0913 -0.0253
H 4.093 -4.856 -2.062 0.0578 -0.0356 -0.0595
H 4.363 -2.772 -0.915 0.1038 -0.0082 -0.0483
H 3.391 -0.872 0.305 0.0745 0.1219 0.0108
H -0.164 -0.841 1.533 0.0663 0.0028 0.0534
H 1.409 -0.481 2.259 -0.1905 -0.0792 -0.2141
S 1.277 1.829 2.893 0.0760 0.1031 0.7886
H 1.113 2.938 -0.455 -0.0192 -0.1225 0.0297
H 0.644 4.308 1.897 0.1638 -0.0077 -0.0773
H 2.398 4.275 1.704 -0.1482 0.0738 -0.0116
H 2.241 5.191 -0.581 -0.0093 0.0794 0.0808
H 1.374 6.266 0.547 0.0321 -0.0749 -0.0260
H -1.721 5.402 -0.972 -0.0566 0.0322 0.0781
H -0.923 6.586 0.096 -0.0087 -0.0106 -0.0048
```
Positions in Å, forces in eV/Å.

The relative energy (zero: lowest compared OMol25 entry of this formula, charge and spin) is 0.0 kJ/mol. The calculation puts the gap between HOMO and LUMO at 8.506 eV. As for the total energy: -44376.978 eV. The calculation puts the highest occupied orbital energy at -7.82 eV. The SMILES is COCCNC(=S)N(CCc1c(C)[nH]c2ccc(F)cc12)Cc1ccc(C)cc1. Its multiplicity is 1.

Atom charges from the natural (NBO) analysis, given in e for atoms 1 to 5: -0.25 0.17 -0.55 -0.08 -0.25

***

Entry from the OMol25 dataset: 2 unconnected molecules or ions with the total composition C3H11N3O (wB97M-V/def2-TZVPD).

The geometry in XYZ format:
```
18
Properties=species:S:1:pos:R:3:forces:R:3
C 1.660 -1.108 1.267 0.7619 0.0143 0.2881
C -1.098 0.404 -0.787 -0.4003 0.1886 0.1116
C -1.230 0.501 0.747 -0.0754 0.0886 -0.3305
N 2.048 -0.038 0.563 0.1677 0.2079 0.0352
N 0.171 1.009 -1.211 -0.1377 0.1291 -0.2250
N -1.090 -0.944 -1.311 -0.0205 -0.2150 -0.1340
O 0.866 -1.938 0.882 -0.4069 -0.3736 -0.1050
H -0.905 -0.429 1.203 0.0502 -0.0051 0.0504
H 2.171 -1.207 2.242 -0.0459 -0.0216 0.0164
H -1.953 0.927 -1.257 0.2506 -0.1493 0.1512
H 2.650 0.649 0.991 -0.0678 -0.1637 0.0341
H 1.474 0.255 -0.244 0.1141 0.1085 0.1327
H -0.359 -1.476 -0.839 -0.1436 -0.0110 0.0615
H 0.314 0.785 -2.187 -0.0613 0.0696 -0.1798
H 0.130 2.018 -1.115 0.0449 -0.0382 -0.0166
H -1.972 -1.402 -1.109 0.0886 0.0319 -0.0541
H -0.617 1.312 1.133 -0.0125 0.1372 0.1192
H -2.263 0.682 1.032 -0.1064 0.0019 0.0444
```
Positions in Å, forces in eV/Å.

The relative energy (zero: lowest compared OMol25 entry of this formula, charge and spin) is 28.9 kJ/mol. The calculation puts the gap between HOMO and LUMO at 10.110 eV. As for the total energy: -9807.702 eV. The calculation puts the highest occupied orbital energy at -9.15 eV. The SMILES is CC(N)N.NC=O. Its multiplicity is 1.

Atom charges from the natural (NBO) analysis, given in e for atoms 1 to 5: 0.53 0.12 -0.65 -0.84 -0.86

***

Entry from the OMol25 dataset: 5 unconnected molecules or ions with the total composition C14H31BNO11P2 in a non-equilibrium geometry (wB97M-V/def2-TZVPD).

The geometry in XYZ format:
```
60
Properties=species:S:1:pos:R:3:forces:R:3
O 1.125 -0.161 4.045 -0.3746 -0.1717 0.2144
C 1.075 -0.604 2.946 0.6324 -0.0383 -0.1518
N 1.089 -1.052 1.839 -0.2500 0.6906 0.0447
B 0.814 -0.113 0.562 -0.0881 -0.6325 0.1179
C 2.187 0.394 -0.195 0.2033 -0.4830 0.2393
P 3.559 0.759 0.843 -0.8193 0.9552 0.9090
O 3.379 1.739 1.942 0.1868 -0.0826 -0.1121
O 4.056 -0.646 1.467 0.3998 -0.0108 -0.7064
O 4.732 1.308 -0.137 0.2393 -0.5270 -0.0844
P -0.369 1.395 0.912 0.3080 -0.2170 -1.7393
O -0.875 1.935 -0.375 -0.0157 0.1410 0.1790
O -1.666 0.913 1.790 0.2601 0.4844 0.5242
O 0.363 2.629 1.686 -0.7633 -0.1965 0.6157
H 0.189 -0.767 -0.230 0.0499 0.3999 0.3576
H 2.503 -0.403 -0.873 0.0065 0.1102 -0.1363
H 1.976 1.298 -0.768 0.0444 -0.0171 -0.0903
H 4.811 -0.434 2.030 -0.0880 -0.1841 0.2179
H 5.332 1.825 0.416 -0.0475 0.1770 -0.0838
H -1.503 0.904 2.740 -0.0264 -0.1805 0.0192
H 0.308 2.555 2.647 0.3884 0.0436 0.0261
C -2.039 -3.966 -1.819 -0.0565 0.1543 0.0876
C -0.771 -3.175 -2.058 0.0940 0.0074 0.0804
O -0.662 -2.031 -1.691 -0.2565 -0.2362 -0.4453
C 0.347 -3.886 -2.780 -0.0012 0.1024 0.1299
H -2.758 -3.341 -1.294 0.0127 0.0096 0.0042
H -2.466 -4.287 -2.771 0.0475 -0.1004 0.0102
H -1.823 -4.849 -1.214 0.0014 -0.0621 -0.0865
H 0.018 -4.192 -3.773 0.0376 -0.1029 0.1421
H 0.665 -4.764 -2.212 -0.0663 -0.0556 -0.0507
H 1.190 -3.206 -2.882 0.0087 -0.0070 0.0165
C 1.340 -3.694 -8.064 -0.1170 -0.1694 0.0624
C 1.091 -3.287 -6.630 0.0321 0.1004 0.0601
O 0.412 -3.959 -5.890 -0.0183 -0.0739 -0.3263
C 1.728 -2.001 -6.164 -0.1049 -0.0676 0.1744
H 0.828 -4.631 -8.270 -0.0023 0.0015 0.0081
H 0.967 -2.924 -8.741 0.1052 0.0451 -0.0120
H 2.410 -3.824 -8.235 0.0083 0.1064 -0.0474
H 1.370 -1.165 -6.767 0.0943 0.0011 -0.0609
H 2.814 -2.065 -6.261 -0.0024 0.0602 -0.0977
H 1.472 -1.822 -5.122 -0.0084 0.0050 -0.0048
C -4.709 4.844 -0.385 -0.2338 0.0223 0.0822
C -5.009 3.367 -0.534 0.0490 0.0084 -0.0694
O -6.128 2.939 -0.338 -0.0025 0.0276 0.0047
C -3.853 2.496 -0.927 -0.4582 -0.2038 0.0916
H -5.616 5.374 -0.098 -0.0031 -0.0097 -0.0022
H -3.945 4.992 0.379 0.0978 0.0020 -0.0934
H -4.340 5.247 -1.330 0.1238 -0.0111 0.0397
H -3.055 2.552 -0.187 0.1729 0.0597 -0.1808
H -3.451 2.811 -1.891 0.1666 0.0833 0.0940
H -4.184 1.462 -1.001 0.0154 -0.0064 -0.0065
C -0.281 1.586 8.670 -0.1308 0.1635 0.0103
C 0.173 2.293 7.410 0.0357 -0.0262 0.0257
O -0.303 3.357 7.088 -0.0051 -0.0011 0.0135
C 1.233 1.598 6.599 -0.0673 0.2743 -0.0415
H -1.045 2.181 9.166 0.0006 0.0068 -0.0083
H -0.694 0.607 8.421 0.1016 -0.0528 0.0259
H 0.564 1.448 9.347 0.0140 -0.1124 -0.0355
H 0.878 0.623 6.268 0.0926 -0.0559 0.0425
H 2.133 1.465 7.203 -0.0283 -0.1231 0.0226
H 1.480 2.191 5.721 0.0050 -0.0246 -0.0200
```
Positions in Å, forces in eV/Å.

The calculation puts the gap between HOMO and LUMO at 7.682 eV. Its total charge is -1. As for the total energy: -58295.550 eV. The calculation puts the highest occupied orbital energy at -5.42 eV. Its multiplicity is 1.

Atom charges from the natural (NBO) analysis, given in e for atoms 1 to 5: -0.64 0.82 -0.66 -0.18 -1.08